A structure of composition C23H33Cl2DyN4O4 in a non-equilibrium geometry. Source: the OMol25 dataset; level of theory: the ωB97M-V functional and the def2-TZVPD basis.

Values from the calculation:
**2S+1**: 6
**Total charge**: 0
**Electronic energy**: -3221.8579 a.u.
**M**: 662.9 g mol⁻¹

Geometry (Å):
O (-0.6810, -1.0379, -1.1812)
C (-0.2507, -1.0606, -2.4936)
C (0.4097, -2.4270, -2.7638)
C (0.9472, -3.2177, -1.7450)
H (0.9061, -2.8730, -0.7066)
C (1.5637, -4.4254, -2.0681)
H (1.9598, -5.0309, -1.2570)
C (1.6685, -4.8259, -3.4000)
H (2.1648, -5.7632, -3.6456)
C (1.1476, -4.0137, -4.4122)
H (1.2254, -4.3101, -5.4484)
C (0.5183, -2.8186, -4.0932)
H (0.1093, -2.1389, -4.8424)
H (-1.1388, -1.0178, -3.1715)
C (-0.1350, 1.4520, -2.9013)
C (0.6216, 0.1522, -2.8447)
H (0.3893, 2.1883, -3.5255)
H (-0.2204, 1.8745, -1.8811)
H (-1.1493, 1.2865, -3.3029)
C (1.9541, 0.0369, -2.9367)
C (2.9392, 1.1337, -3.1981)
H (2.4126, -0.9484, -2.8028)
H (3.4882, 0.9585, -4.1344)
H (3.6827, 1.1224, -2.3913)
H (2.4855, 2.1311, -3.2190)
Dy (0.3151, 0.0735, 0.4235)
Cl (1.9355, -1.7137, 1.2449)
Cl (2.1232, 1.7000, -0.3697)
H (-2.0631, -4.9498, 1.0371)
H (-1.0173, -4.0257, 3.3856)
C (-1.4191, -4.1640, 0.6296)
C (-0.5583, -3.2295, 2.7833)
N (-1.3333, -3.0466, 1.5614)
H (-1.8285, -3.8110, -0.3197)
C (-1.9270, -1.8820, 1.2758)
O (-1.5823, -0.7630, 1.7539)
H (-0.5375, -2.2837, 3.3354)
H (-2.7294, -1.9614, 0.5180)
H (-0.4253, -4.5877, 0.4573)
H (0.4675, -3.5099, 2.5145)
H (-3.6717, 4.0584, 0.2600)
H (-5.5940, 2.1256, -0.1661)
C (-3.2597, 3.5886, -0.6466)
C (-4.8970, 1.7103, -0.8996)
N (-3.5303, 2.1525, -0.6502)
H (-2.1750, 3.7232, -0.6716)
C (-2.5509, 1.2851, -0.3458)
O (-1.3997, 1.6292, 0.0337)
H (-4.9396, 0.6243, -0.8400)
H (-2.8158, 0.2237, -0.4891)
H (-3.7263, 4.0529, -1.5273)
H (-5.2518, 2.0190, -1.8872)
N (2.7073, 4.9536, 5.4931)
C (2.3994, 3.6487, 5.6532)
O (2.4979, 3.0689, 6.7400)
C (1.9177, 2.9355, 4.4335)
C (1.7713, 3.5469, 3.1808)
C (1.2290, 2.7944, 2.1453)
N (0.8588, 1.5016, 2.2855)
C (1.0676, 0.8920, 3.4625)
C (1.5627, 1.5922, 4.5548)
H (3.0247, 5.4613, 6.3158)
H (2.6239, 5.4453, 4.6163)
H (2.0543, 4.5666, 2.9407)
H (1.1774, 3.2232, 1.1402)
H (0.8326, -0.1748, 3.5041)
H (1.6489, 1.0796, 5.4996)

Cartesian forces (eV/Å) of the 3 atoms listed first:
-0.2 0.9 1.1
-0.1 -1.0 -0.4
0.1 0.7 -0.1

A cluster of 5 separate species, C9H29N7O5 in total in a non-equilibrium geometry. Source: the OMol25 dataset; level of theory: the ωB97M-V functional and the def2-TZVPD basis.

Values from the calculation:
**2S+1**: 2
**Total charge**: +1
**Electronic energy**: -1119.4506 a.u.
**M**: 315.4 g mol⁻¹

Geometry (Å):
C (-0.9313, 4.2646, 1.0881)
C (-2.0712, 5.2024, 1.0304)
O (-3.0950, 4.8902, 1.9562)
H (-0.5722, 4.4443, 2.1014)
H (-0.2240, 4.3115, 0.2601)
H (-1.3330, 3.2570, 1.1952)
H (-2.6294, 5.0725, 0.1033)
H (-1.8309, 6.2443, 1.2422)
H (-3.8322, 4.5145, 1.4693)
C (-2.1299, 0.2865, -0.8980)
O (-2.4090, -0.3348, -1.9309)
N (-2.6311, 1.4192, -0.5180)
N (-1.3374, -0.1711, 0.0397)
H (-3.3651, 1.9214, -0.9967)
H (-2.0472, 1.9787, 0.0870)
H (-0.9676, -1.1065, -0.0507)
H (-1.3029, 0.2618, 0.9516)
C (2.7343, 3.5497, 2.2767)
O (3.4599, 2.8249, 1.7155)
N (2.2880, 4.6255, 1.7688)
N (2.2386, 3.2848, 3.4368)
H (1.7621, 5.2868, 2.3222)
H (2.6419, 4.9062, 0.8654)
H (1.5100, 3.8102, 3.8986)
H (2.5373, 2.3490, 3.6713)
C (-1.3073, 4.3582, 5.3637)
O (-1.0415, 3.3461, 4.6872)
N (-2.1894, 5.2448, 4.9693)
N (-0.9602, 4.5973, 6.5537)
H (-2.6944, 5.1069, 4.1055)
H (-2.4979, 5.8830, 5.6887)
H (-1.1415, 5.5444, 6.8543)
H (-0.3088, 3.9805, 7.0176)
C (-5.2717, 1.2575, 2.0956)
C (-5.7402, 2.7150, 2.1388)
C (-6.0776, 3.4060, 0.8771)
O (-4.8189, 3.7424, 0.3340)
C (-4.9144, 4.0908, -1.0638)
N (-6.8230, 2.7450, 3.2009)
H (-6.0780, 0.5999, 2.4203)
H (-4.2704, 1.1927, 2.5214)
H (-5.1682, 0.9321, 1.0604)
H (-4.9686, 3.3140, 2.6224)
H (-6.6506, 4.3307, 0.9462)
H (-6.6823, 2.8405, 0.1682)
H (-5.4759, 3.3092, -1.5756)
H (-3.9098, 4.1434, -1.4835)
H (-5.2878, 5.0802, -1.3276)
H (-7.5364, 2.0322, 3.1452)
H (-6.4866, 2.5970, 4.1417)

Cartesian forces (eV/Å) of the 3 atoms listed first:
-0.1 -0.5 1.3
-1.8 0.4 -1.2
-0.1 -0.2 2.0

A structure of composition C43H46BEuIN6O2P in a non-equilibrium geometry. Source: the OMol25 dataset; level of theory: the ωB97M-V functional and the def2-TZVPD basis.

Values from the calculation:
**2S+1**: 8
**Total charge**: -1
**Electronic energy**: -3519.4495 a.u.
**M**: 999.5 g mol⁻¹

Geometry (Å):
Eu (0.8338, 0.3867, 1.0063)
B (2.4417, -2.1149, -0.4921)
N (2.2295, -1.1634, -1.7342)
C (2.8991, -1.1912, -2.8837)
C (2.5669, -0.0616, -3.6314)
C (1.6716, 0.6220, -2.7836)
N (1.4656, -0.0610, -1.6501)
N (1.1752, -2.8965, -0.0076)
C (0.9065, -4.2152, -0.0101)
C (-0.2298, -4.4258, 0.7701)
C (-0.5627, -3.1400, 1.2305)
N (0.2873, -2.2379, 0.7582)
H (3.3255, -2.8927, -0.7839)
H (2.7654, -1.4433, 0.4562)
H (3.5756, -1.9966, -3.1010)
H (2.9428, 0.2625, -4.5693)
H (1.1528, 1.5453, -2.9475)
H (1.5169, -4.9018, -0.5758)
H (-0.7272, -5.3520, 0.9906)
H (-1.3831, -2.8207, 1.8547)
C (0.1865, 4.3344, -2.1923)
O (-0.1503, 4.6625, -0.8182)
C (-0.0272, 3.6423, 0.0131)
O (-0.0025, 2.4780, -0.3587)
N (0.0052, 3.9922, 1.3305)
N (0.2687, 2.9063, 2.1772)
H (0.2056, 5.2817, -2.7266)
H (-0.5492, 3.6731, -2.6063)
H (1.2008, 3.9308, -2.2233)
H (0.3935, 4.8915, 1.5670)
H (-0.3138, 2.9473, 3.0004)
H (1.2640, 2.8546, 2.4193)
I (-2.3083, 0.9957, 1.9256)
C (-3.8015, -0.4317, 1.6593)
C (-4.4072, -0.6806, 2.8661)
C (-5.5405, -1.5137, 2.9580)
C (-6.0591, -2.0502, 1.8019)
C (-5.4437, -1.8028, 0.5665)
C (-6.0933, -2.2582, -0.6077)
C (-5.5689, -2.0175, -1.8526)
C (-4.3109, -1.3829, -1.9457)
C (-3.5993, -0.9609, -0.8620)
P (-1.8011, -0.5364, -1.1914)
C (-1.3477, -2.0428, -2.1447)
C (-0.2760, -2.0707, -3.0503)
C (0.0964, -3.2513, -3.6912)
C (-0.5480, -4.4505, -3.4076)
C (-1.5777, -4.4499, -2.4731)
C (-1.9471, -3.2776, -1.8574)
C (-2.1201, 0.7644, -2.4600)
C (-1.9076, 0.6815, -3.8271)
C (-2.3338, 1.6877, -4.6930)
C (-2.9645, 2.8206, -4.2014)
C (-3.1359, 2.9524, -2.8223)
C (-2.7140, 1.9337, -1.9740)
C (-4.2340, -1.0279, 0.4424)
H (-3.9956, -0.2446, 3.7712)
H (-5.9793, -1.7219, 3.9170)
H (-6.9576, -2.6668, 1.8338)
H (-7.0100, -2.8081, -0.4796)
H (-6.1280, -2.3057, -2.7495)
H (-3.8504, -1.2654, -2.9173)
H (0.2597, -1.1673, -3.2550)
H (0.9283, -3.2091, -4.3815)
H (-0.2259, -5.3511, -3.8891)
H (-2.0338, -5.3833, -2.1489)
H (-2.7021, -3.3154, -1.0698)
H (-1.4606, -0.2105, -4.2405)
H (-2.1343, 1.5715, -5.7480)
H (-3.3076, 3.6002, -4.8603)
H (-3.5761, 3.8514, -2.4118)
H (-2.8684, 2.0817, -0.9077)
C (2.2287, -0.2677, 6.9166)
C (2.6744, -0.7153, 5.5303)
C (4.0289, -0.0963, 5.2876)
C (2.9378, -2.2399, 5.6171)
C (1.6506, -0.3580, 4.5244)
C (0.7846, 0.0143, 3.7126)
H (2.9923, -0.5448, 7.6608)
H (1.2795, -0.7305, 7.1977)
H (2.1106, 0.8131, 6.9670)
H (4.7175, -0.3994, 6.0965)
H (3.9855, 1.0058, 5.2902)
H (4.4398, -0.4128, 4.3258)
H (3.7073, -2.4121, 6.3826)
H (3.2906, -2.5902, 4.6543)
H (2.0196, -2.7778, 5.8623)
C (3.3766, 1.8177, 1.3553)
C (3.5214, 2.6421, 0.2260)
C (3.2556, 4.0453, 0.2966)
C (3.3491, 4.8768, -0.8095)
C (3.7211, 4.3630, -2.0532)
C (4.0282, 2.9965, -2.1412)
C (3.9370, 2.1690, -1.0540)
H (3.4314, 2.2420, 2.3647)
H (3.7841, 0.7988, 1.2947)
H (2.9291, 4.4526, 1.2635)
H (3.1049, 5.9394, -0.7378)
H (3.8179, 5.0249, -2.8900)
H (4.3498, 2.6361, -3.0946)
H (4.1966, 1.1248, -1.1455)

Cartesian forces (eV/Å) of the 3 atoms listed first:
0.4 0.0 0.1
0.1 -0.2 -0.2
0.0 -0.5 0.8

- Which formula does entry 1 have?
  C23H33Cl2DyN4O4

- Which value of M does entry 2 give?
  315.4 g mol⁻¹

- Among the records above, which one has the lowest 2S+1?
  C9H29N7O5